# 1
The following is a quantum chemistry calculation of a structure of composition C25H18Br4InN4O4, from the Open Molecules 2025 dataset.

Summary:
Total energy = -11969.617810 Eh
ΔE to the lowest compared entry with this formula, charge and spin = 0.6203 eV
HOMO-LUMO gap (spin up / spin down) = 0.22659 / 0.22634 Ha
Total charge = -1
HOMO energy (spin up / spin down) = -4.5 / -4.0 eV

CARTESIAN COORDINATES (ANGSTROEM)
In: -0.01903 0.03894 -0.89531
C: 1.03892 -4.68728 -3.00332
C: 1.81207 -5.05640 -1.77220
C: 2.04970 -4.14538 -0.82645
C: 1.65682 -2.76925 -1.09235
C: 1.88987 -2.30177 -2.50084
C: 1.45854 -3.32839 -3.59385
N: 1.16609 -1.94000 -0.23800
N: 0.98326 -2.36620 1.02384
C: 0.55964 -1.38510 1.85015
C: 0.26534 -1.72876 3.19266
C: -0.19240 -0.75435 4.03957
C: -0.35130 0.56552 3.60956
C: -0.03532 0.84569 2.28495
N: 0.38846 -0.10820 1.43153
H: 1.10328 -5.45116 -3.77014
H: 2.05110 -6.10198 -1.62269
H: 2.46718 -4.40305 0.13771
H: 2.94627 -2.04861 -2.62350
H: 2.30854 -3.54471 -4.24657
H: 0.39266 -2.75718 3.49726
H: -0.43010 -1.00706 5.06677
H: -0.67503 1.35410 4.27327
H: 0.48094 2.27385 0.92229
Br: -2.64631 -2.36476 -7.13124
C: -1.49087 -1.97695 -5.68406
C: -0.46571 -2.86841 -5.37769
Br: -0.17498 -4.48510 -6.31797
C: 0.38653 -2.55219 -4.32694
Br: -0.87700 -4.72108 -2.50422
C: 0.22618 -1.35360 -3.70119
O: 1.15220 -1.09893 -2.72305
C: -0.83825 -0.45577 -3.85553
O: -0.97359 0.52953 -3.04152
C: -1.68870 -0.81216 -4.92909
Br: -3.12628 0.36432 -5.24985
O: 1.59929 1.41720 -1.26925
O: 1.72780 2.38144 -0.38949
C: 1.75561 3.90981 2.83096
C: 0.27797 4.12223 3.00757
C: -0.22141 5.21766 3.70297
C: -1.58802 5.38962 3.86099
C: -2.47005 4.46862 3.31787
C: -2.00320 3.36849 2.60679
C: -2.94774 2.37012 1.99958
C: -0.62327 3.20471 2.46282
N: -0.12261 2.09624 1.73663
H: 2.32162 4.69526 3.33119
H: 2.02877 3.90557 1.77378
H: 2.06139 2.94386 3.23778
H: 0.47096 5.93598 4.12672
H: -1.96715 6.24504 4.40685
H: -3.53876 4.60613 3.43611
H: -3.98177 2.63538 2.21941
H: -2.75774 1.36547 2.38201
H: -2.82041 2.32300 0.91670

# 2
The following is a quantum chemistry calculation of a structure of composition C25H18BrI2N5O5Sr in a non-equilibrium geometry, from the Open Molecules 2025 dataset.

Summary:
Total energy = -4813.663157 Eh
ΔE to the lowest compared entry with this formula, charge and spin = 0.0000 eV
HOMO-LUMO gap = 0.29484 Ha
HOMO energy = -8.6 eV

CARTESIAN COORDINATES (ANGSTROEM)
Sr: 10.69881 16.37088 11.19010
I: 12.56499 17.76155 14.13372
C: 13.50869 15.91510 13.69034
I: 14.09800 15.72007 11.67030
H: 12.76936 15.13463 13.89965
H: 14.38697 15.88351 14.31059
C: 11.79314 15.49553 7.86395
O: 12.02471 16.53358 8.83040
C: 11.82176 17.82450 8.41707
C: 11.58662 18.20047 7.12642
C: 11.40104 19.53257 6.80316
Br: 11.29595 19.94179 4.98126
C: 11.33287 20.49572 7.78641
C: 11.54195 20.13333 9.10920
C: 11.82699 18.81502 9.41124
O: 12.07162 18.35427 10.65331
C: 11.52202 21.11036 10.20707
N: 11.63519 20.74205 11.45970
C: 11.63470 21.90764 12.22392
C: 11.73537 22.08563 13.59331
C: 11.72805 23.37823 14.07634
C: 11.60578 24.47576 13.21101
C: 11.49753 24.30905 11.85201
C: 11.50325 23.00655 11.37459
N: 11.44462 22.46954 10.09791
H: 12.47267 15.58111 7.03108
H: 10.74712 15.51609 7.52480
H: 11.93432 14.57040 8.41030
H: 11.53997 17.45815 6.33825
H: 11.08249 21.50629 7.53254
H: 12.05249 19.17120 11.26423
H: 11.79784 21.25438 14.26701
H: 11.79497 23.54527 15.13973
H: 11.58118 25.47951 13.62709
H: 11.40114 25.15366 11.19483
H: 11.37515 22.98389 9.24133
O: 8.94513 16.97484 9.19283
N: 7.77380 16.48651 9.04360
C: 7.07184 16.20981 10.14352
C: 7.49382 16.34299 11.50049
N: 7.86907 16.38912 12.59748
C: 5.77420 15.65093 10.04287
N: 4.70014 15.28406 9.85558
O: 11.09521 14.32818 12.62142
C: 10.85690 13.54430 11.63445
O: 10.65618 13.97479 10.46398
C: 10.86788 12.03714 11.89520
C: 10.15485 11.45408 12.95748
C: 10.12579 10.06946 13.13597
C: 10.88221 9.23207 12.32683
C: 11.66607 9.80363 11.32780
C: 11.61832 11.16826 11.10145
H: 9.57922 12.08238 13.64017
H: 9.53681 9.64908 13.92630
H: 10.92299 8.17739 12.50456
H: 12.27643 9.18686 10.67256
H: 12.20655 11.55525 10.28907

# 3
The following is a quantum chemistry calculation of a structure of composition C25H18BrIN5OOsS in a non-equilibrium geometry, from the Open Molecules 2025 dataset.

Summary:
Total energy = -4672.142970 Eh
ΔE to the lowest compared entry with this formula, charge and spin = 0.6439 eV
HOMO-LUMO gap (spin up / spin down) = 0.16180 / 0.16857 Ha
Total charge = +3
HOMO energy (spin up / spin down) = -16.2 / -16.2 eV

CARTESIAN COORDINATES (ANGSTROEM)
Os: -0.73069 -0.39416 0.15867
Br: 5.33926 -3.32844 3.19837
C: 3.74767 -2.92863 2.33926
C: 3.11751 -3.87481 1.52765
C: 1.95178 -3.54552 0.87457
C: 1.36020 -2.28275 1.01367
O: 0.25584 -2.06173 0.32134
C: 1.98749 -1.32316 1.85573
C: 1.50200 0.01428 2.07953
N: 0.39863 0.50250 1.62010
C: 0.01052 1.85315 1.87696
C: 0.45959 2.63815 2.90715
C: 0.03826 3.97786 3.01816
C: -0.82820 4.51301 2.10614
C: -1.33202 3.71607 1.05109
C: -2.24913 4.19398 0.08859
C: -2.72420 3.35122 -0.88720
C: -2.29382 2.02815 -0.91001
N: -1.40285 1.54719 -0.04230
C: -0.91102 2.37872 0.94603
C: 3.17896 -1.66675 2.48895
H: 3.56242 -4.85343 1.40842
H: 1.45230 -4.25172 0.22321
H: 2.14650 0.65058 2.68128
H: 1.13667 2.24534 3.65507
H: 0.41004 4.58042 3.83503
H: -1.14648 5.54437 2.18554
H: -2.57937 5.22469 0.13617
H: -3.43305 3.68728 -1.63015
H: -2.67391 1.33549 -1.64884
H: 3.69182 -0.94390 3.11224
S: -2.63724 -0.97727 1.26585
C: -2.26803 -1.57350 2.85744
N: -3.35172 -1.89610 3.61156
C: -3.23364 -2.46270 4.82840
C: -1.97894 -2.70162 5.32293
C: -0.90836 -2.33026 4.51303
N: -1.04788 -1.77891 3.30620
H: -4.28106 -1.72770 3.23717
H: -4.15335 -2.69725 5.34795
H: -1.83394 -3.15608 6.29145
H: 0.10969 -2.49744 4.84621
I: -0.73314 -0.20541 -5.70580
C: -1.48945 -1.11863 -4.00496
C: -2.36596 -2.19946 -4.07418
C: -2.82569 -2.76950 -2.89864
C: -2.42039 -2.25157 -1.68436
N: -1.58704 -1.20228 -1.60844
C: -1.12167 -0.66095 -2.75358
H: -2.67663 -2.59318 -5.03321
H: -3.49661 -3.61670 -2.91908
H: -2.75231 -2.68107 -0.75008
H: -0.42694 0.16818 -2.66197

# 4
The following is a quantum chemistry calculation of a structure of composition C25H18BrN3O3RuS9 in a non-equilibrium geometry, from the Open Molecules 2025 dataset.

Summary:
Total energy = -7606.186062 Eh
ΔE to the lowest compared entry with this formula, charge and spin = 0.1842 eV
HOMO-LUMO gap (spin up / spin down) = 0.22575 / 0.23545 Ha
Total charge = -1
HOMO energy (spin up / spin down) = -4.7 / -4.5 eV
2S+1 = 2

CARTESIAN COORDINATES (ANGSTROEM)
Ru: 0.28496 0.35039 -0.26159
S: 4.07917 6.32217 -1.71215
C: 3.24890 4.90135 -1.58107
S: 1.54073 4.76037 -1.72283
C: 1.40860 3.04289 -1.41780
C: 2.57653 2.39091 -1.17969
S: 2.63994 0.72263 -0.80547
S: 4.01161 3.38304 -1.26461
S: -0.10511 2.21697 -1.41034
O: -1.70879 0.45141 -0.04666
C: -2.57174 -0.36029 0.68694
C: -2.33512 -1.84059 0.39803
C: -1.83372 -2.30947 -0.77622
C: -1.87696 -3.72402 -0.89521
C: -2.45754 -4.31103 0.18320
S: -2.93059 -3.15020 1.34706
C: -2.49167 0.02300 2.15844
C: -2.22182 -0.68413 3.29268
C: -2.22727 0.12070 4.46682
C: -2.50549 1.42492 4.19586
S: -2.75320 1.68541 2.52920
C: -3.98032 -0.05254 0.18189
C: -5.19186 -0.27358 0.76219
C: -6.27632 0.09816 -0.07993
C: -5.85118 0.59583 -1.27504
S: -4.14426 0.62848 -1.38061
H: -1.48123 -1.64785 -1.55380
H: -1.46672 -4.27385 -1.72903
H: -2.59049 -5.36255 0.37955
H: -1.99499 -1.73820 3.30275
H: -2.01656 -0.25746 5.45718
H: -2.56487 2.24608 4.89243
H: -5.30028 -0.68669 1.75613
H: -7.31774 0.00514 0.19522
H: -6.45547 0.95720 -2.09189
S: 0.64715 0.96304 2.01428
C: 2.32819 1.21889 2.20684
N: 2.89476 2.41755 2.25356
C: 4.32881 2.35175 2.50318
C: 4.59410 0.83939 2.35350
N: 3.25032 0.27943 2.45680
H: 2.34672 3.25485 2.15658
H: 4.57143 2.72077 3.50162
H: 4.87236 2.93578 1.76279
H: 5.23903 0.45367 3.14036
H: 5.02731 0.60612 1.37832
H: 3.03913 -0.66051 2.15795
Br: 0.20249 0.41427 -5.55387
C: 1.21930 -0.83372 -4.55944
C: 2.37314 -1.36955 -5.10468
N: 3.12205 -2.25568 -4.45365
C: 2.72868 -2.61830 -3.23551
C: 1.60546 -2.10729 -2.59584
C: 0.82688 -1.19249 -3.28499
C: 1.29418 -2.54486 -1.17833
O: 1.38474 -3.73462 -0.91097
O: 0.98914 -1.61195 -0.35131
H: 2.69850 -1.07523 -6.09565
H: 3.33519 -3.35425 -2.72093
H: -0.05814 -0.75168 -2.84229

Look up the ΔE to the lowest compared entry with this formula, charge and spin of the third one. 0.6439 eV

Among the records above, which one has the lowest ΔE to the lowest compared entry with this formula, charge and spin? C25H18BrI2N5O5Sr